No. 1
DFT (ωB97M-V/def2-TZVPD) results for a gas-phase ion, H4NO2P2 (charge -1) in a non-equilibrium geometry.

Summary:
- net charge = -1
- orbital gap (eV) = 7.95
- HOMO level (eV) = -3.6
- energy above the lowest of the compared OMol25 structures with the same formula, charge and spin (kcal per mole) = 93.2
- DFT total energy (hartree) = -890.3314

Cartesian coordinates (Å):
1 P 0.23160 0.36989 0.14795
2 H -1.92871 0.19420 0.50119
3 H 1.07688 -1.14426 -1.81014
4 H 1.44161 -1.64659 0.21536
5 P 0.26030 -1.63841 -0.71796
6 H -1.19575 1.50949 1.17751
7 N -1.09916 0.37534 1.12149
8 O 1.43888 0.58290 0.96982
9 O -0.22565 1.39745 -1.60522

No. 2
DFT (ωB97M-V/def2-TZVPD) results for a molecular structure, C58H43IN8O3PSZr.

Summary:
- net charge = +1
- orbital gap (eV) = 6.86
- HOMO level (eV) = -9.8
- energy above the lowest of the compared OMol25 structures with the same formula, charge and spin (kcal per mole) = 10.3
- DFT total energy (hartree) = -3984.0623

Cartesian coordinates (Å):
1 C -1.58893 5.00677 -4.45422
2 O 1.13802 2.01524 -1.95487
3 C 5.50667 3.65989 -0.23921
4 C -4.58585 -1.41028 0.07866
5 C 3.74030 -6.68283 5.19901
6 C 3.21525 -5.69347 4.38630
7 C -2.55899 -0.12306 -0.65566
8 C 0.90234 0.71616 -4.95773
9 C 3.32754 2.79950 -0.72992
10 I -3.75578 2.84709 -0.00986
11 C 2.11747 -4.70400 6.27301
12 H -0.76583 -0.95924 -8.00516
13 H -7.51539 -0.32549 1.44789
14 C -1.57847 4.68796 -2.05715
15 H 1.98310 6.35180 2.57249
16 H -1.60932 5.67723 -5.30385
17 C -4.61245 0.96680 0.32650
18 H 3.08608 0.67329 -0.58045
19 O 3.90650 -7.59785 7.44078
20 C 5.97175 2.36014 0.00904
21 C -0.11698 5.89133 2.75745
22 C 5.07820 1.28528 -0.11973
23 C 2.14336 -2.48742 -0.10882
24 H 0.61224 -2.58674 5.31542
25 C 0.72669 -1.92002 3.29399
26 C -5.88606 -1.44057 0.63960
27 H -0.34759 6.67119 3.46734
28 N 1.48402 4.74522 1.40655
29 C -3.88080 -0.17788 -0.08574
30 N 0.99300 -2.69494 4.39209
31 C -3.98483 -2.61340 -0.34607
32 H 5.42441 0.27618 0.06913
33 H 7.63225 1.21277 0.38269
34 H 3.43485 -5.68663 3.32749
35 C -1.63839 1.39232 2.51101
36 C 1.25924 -0.75687 -1.48288
37 C 2.04435 -1.90004 -1.34536
38 N 0.58581 -0.21586 -0.47839
39 H -1.68220 6.59789 -3.01951
40 S 1.66215 3.13035 -1.13259
41 H -2.30222 -3.48469 -1.30631
42 H -6.36966 1.85446 1.13623
43 H 3.83047 4.87669 -0.79608
44 C -2.76316 -2.57436 -0.93881
45 H -2.61886 -1.63126 -3.78692
46 C -6.51920 -0.29775 1.02755
47 C 1.87326 -3.67206 4.00570
48 H 6.18651 4.49712 -0.14112
49 H 4.36920 -7.44529 4.76396
50 P -1.42381 1.01637 -3.49150
51 H 1.36241 1.22424 -4.11807
52 H 5.01080 -9.23543 7.81481
53 C 0.48015 3.96724 1.00515
54 H -2.13237 -0.31306 -6.06754
55 H 4.24125 -9.24549 6.21359
56 C -4.18169 1.37429 -3.73398
57 C 1.07195 -0.25574 -7.15057
58 C -1.08526 5.03321 2.26946
59 C 2.39905 -4.69274 4.90439
60 C -0.29465 -0.49679 -7.14781
61 H -1.13575 -1.41354 -1.61456
62 C 1.44014 -1.93125 0.96633
63 C -4.73960 -1.34245 -3.80931
64 C -5.77977 -0.42283 -3.78228
65 H -0.91373 -0.63363 5.10514
66 H 2.56094 -2.29778 -2.20730
67 H 2.42200 -5.69771 8.15181
68 C -0.90758 -0.21324 4.10734
69 H -6.37516 -2.40162 0.74459
70 H 1.17762 -0.26193 -2.44006
71 C 4.75391 -8.62725 6.95348
72 Zr -0.91819 1.63537 -0.77728
73 C 2.63330 -5.68328 7.09105
74 C -1.48669 2.81645 -3.52550
75 C 1.66671 0.35710 -6.05687
76 C -1.51697 3.63833 -4.64731
77 H -3.96840 2.43580 -3.69849
78 C -3.42529 -0.90697 -3.79002
79 C -1.06580 -0.13612 -6.05237
80 C -1.67412 0.87953 3.80732
81 H 1.49456 -3.93778 6.72018
82 C 0.64779 -0.79138 0.74388
83 H -4.95429 -2.40328 -3.83288
84 O 1.57359 4.44389 -1.68754
85 N 7.26415 2.14626 0.40305
86 H -2.30305 1.35111 4.54868
87 C 3.45030 -6.68399 6.56285
88 C -0.11005 -0.78633 3.10491
89 C 1.47184 -2.48103 2.28255
90 C 1.16718 5.70722 2.26516
91 C -0.47187 0.46549 -4.94447
92 C -3.13464 0.45688 -3.75612
93 H -1.57495 5.13165 -1.06668
94 C -1.63138 5.52525 -3.16119
95 H 2.74347 -3.37088 0.06579
96 H -4.52442 -3.54404 -0.21794
97 H -2.22101 2.26598 2.25770
98 N -0.79309 4.09338 1.37955
99 H 2.72905 0.56470 -6.06249
100 C -5.86817 0.93726 0.85761
101 C -1.48815 3.29995 -2.21199
102 H -6.80653 -0.76456 -3.78775
103 C 4.19665 3.87765 -0.60335
104 N 0.71133 2.91840 0.14140
105 H -1.47950 3.21562 -5.64503
106 H 5.66541 -8.21364 6.51680
107 N 2.17535 -3.56030 2.72879
108 H -6.30448 1.65666 -3.73087
109 C -0.13941 -0.21402 1.81678
110 C 3.76805 1.50570 -0.48295
111 H 7.93239 2.88840 0.30058
112 H 1.67072 -0.53411 -8.00776
113 C -2.07776 -1.35218 -1.08922
114 N -0.90759 0.86819 1.54226
115 C -5.49802 0.93474 -3.74781
116 H -2.12294 5.10342 2.58035

No. 3
DFT (ωB97M-V/def2-TZVPD) results for C23H31N3O5S in the gas phase in a non-equilibrium geometry.

Summary:
- orbital gap (eV) = 8.15
- HOMO level (eV) = -7.6
- energy above the lowest of the compared OMol25 structures with the same formula, charge and spin (kcal per mole) = 22.2
- DFT total energy (hartree) = -1833.7560

Cartesian coordinates (Å):
1 N 1.61331 2.74862 0.84348
2 C 1.08010 2.64645 3.19716
3 H -0.11798 2.41582 -1.24274
4 H 3.97683 1.77264 -0.12120
5 H -1.09609 -3.13513 1.45634
6 H 2.76826 -3.06163 0.44169
7 H -3.50620 4.97422 0.03560
8 C -1.75527 3.09264 1.92282
9 C -1.39189 3.94162 3.07421
10 O 2.86953 -1.86173 -1.94033
11 C -1.50861 -1.07266 1.19582
12 H 0.15411 0.60901 -2.96998
13 C -1.93550 -2.73140 -0.49342
14 H 0.33750 0.85373 -0.53686
15 O 1.31707 0.71864 1.82247
16 H 3.57563 -3.73925 -1.83977
17 H 1.89313 -3.60590 -2.44233
18 C 2.07413 -3.46051 -0.29441
19 C 2.61270 -3.24215 -1.70153
20 C 1.91552 2.30464 -0.50943
21 C -2.43072 -0.41352 -0.92669
22 C -1.48175 -2.38827 0.77994
23 H 4.10469 0.01769 -1.91832
24 H -2.11290 4.73014 -1.01689
25 C -2.43806 4.75409 0.02132
26 C 1.79649 -1.12436 -2.30809
27 H 1.50655 3.73984 1.01077
28 C 3.31897 0.77144 -1.92286
29 H -3.62030 -5.70846 0.21850
30 N 2.10886 0.18999 -2.45994
31 C 0.68040 1.67727 -1.16501
32 C -2.40097 -1.72188 -1.34276
33 C -1.99865 1.29723 0.80570
34 H 2.80807 0.46681 0.14333
35 C 1.32171 1.92999 1.87215
36 H -1.89153 4.90761 3.04203
37 H -1.43652 -5.89858 -0.93699
38 H 1.12067 -2.94787 -0.18723
39 C 1.01507 1.13200 -2.55191
40 H 1.93619 -4.52385 -0.11664
41 C -2.16381 3.44667 0.66703
42 C -2.70384 -5.49396 0.76246
43 C -1.60331 -5.09252 -0.21662
44 H 1.31412 1.94204 -3.22507
45 H 3.61619 1.59094 -2.58689
46 O -2.33130 2.30015 -0.04188
47 H 2.03986 2.74105 3.70927
48 H -1.13835 -0.79584 2.16937
49 C -1.99402 -0.07303 0.35648
50 S 0.40473 4.32846 3.08254
51 H -1.91005 5.54469 0.54764
52 H -2.72419 -2.00098 -2.33220
53 O 0.70709 -1.59061 -2.54318
54 H 0.40916 2.04276 3.80654
55 N -1.65837 1.72941 1.98509
56 C 3.07320 1.29920 -0.50853
57 H -1.60841 3.43188 4.01192
58 H -2.79090 0.35950 -1.58846
59 H 2.21389 3.19674 -1.07389
60 O -1.96587 -3.98270 -1.01210
61 H -2.90444 -4.69291 1.46970
62 H -2.40188 -6.38239 1.31046
63 H -0.66198 -4.90353 0.31235

No. 4
DFT (ωB97M-V/def2-TZVPD) results for a molecular structure, C14H21NO3 in a non-equilibrium geometry.

Summary:
- orbital gap (eV) = 9.28
- HOMO level (eV) = -8.8
- energy above the lowest of the compared OMol25 structures with the same formula, charge and spin (kcal per mole) = 339.9
- DFT total energy (hartree) = -826.0553

Cartesian coordinates (Å):
1 O 0.63462 -1.28783 2.01755
2 C -0.07876 -3.74377 0.57237
3 C -2.24879 -2.49743 -2.07358
4 H -0.30463 3.56781 -0.32047
5 C -3.00117 -1.60807 -0.01026
6 C -3.23073 -1.57692 -1.19315
7 C 0.00228 1.26159 1.13006
8 H -3.79632 -0.97928 0.84471
9 C -1.39755 -3.02743 -1.47670
10 C 1.25303 -3.16691 -0.14263
11 C 1.66083 4.29340 -0.18658
12 H -3.71907 -1.13287 -1.85282
13 H 2.10671 -3.39126 0.92178
14 H 1.43017 5.18511 0.57993
15 C 0.83913 3.03725 -0.03514
16 H 1.06324 2.47147 -0.82559
17 C 1.49656 5.10685 -1.46110
18 H 2.08365 2.16877 1.46702
19 H 0.06076 -2.97411 2.32858
20 H 2.24608 6.01340 -1.54524
21 H 1.91732 4.39319 -2.46682
22 H -0.78234 -3.63929 -2.23731
23 H -1.90453 -2.39088 1.84836
24 O 0.57055 0.28345 0.33544
25 H -2.44496 -2.44971 -3.16161
26 H -0.08371 -4.88664 0.15729
27 H -0.08011 0.98996 2.40572
28 O 0.05464 -4.03660 1.97052
29 C -2.04110 -2.24350 0.83471
30 C 0.85775 -0.90497 0.83326
31 H 2.86672 4.05221 0.11219
32 H -1.06462 1.61530 1.09402
33 N 1.35371 -1.71249 0.03010
34 H 1.23497 -1.31394 -1.06197
35 H 1.74987 -3.58818 -0.99246
36 H 0.39350 5.52656 -1.45342
37 C 0.91249 2.46364 1.23427
38 H 0.72042 3.20449 1.96285
39 C -1.33060 -3.08240 -0.18392

No. 5
DFT (ωB97M-V/def2-TZVPD) results for a molecular structure, C40H38N2P2Y.

Summary:
- net charge = +3
- orbital gap (eV) = 6.94
- HOMO level (eV) = -15.9
- DFT total energy (hartree) = -2376.7268

Cartesian coordinates (Å):
1 C 3.31071 1.01583 -0.67305
2 C -5.07747 -1.22794 -2.47668
3 H -1.84750 1.24142 2.23124
4 P 0.08401 2.06859 0.27936
5 C -5.86334 -1.41879 -0.16391
6 C 3.87690 -1.45015 -4.58715
7 H 0.84716 -2.94806 -4.84038
8 H 3.30311 3.01164 -1.43673
9 C 2.61099 -1.15070 -2.56045
10 H 3.53889 0.30665 5.06225
11 C -0.63660 1.03039 -2.15910
12 H 0.09407 4.92370 1.11735
13 H -7.96130 -1.74731 0.06659
14 C 3.04166 -2.24225 2.81978
15 C -7.14916 -1.60180 -0.63147
16 C -1.67260 2.30829 2.37580
17 C 3.20626 -1.69893 0.30603
18 C 0.47135 -0.43724 3.70757
19 H 4.09356 -3.17157 -0.92217
20 C 2.74939 -1.34242 1.65881
21 H -1.13956 0.12552 -4.03968
22 C 1.55784 -1.87192 -3.12751
23 H 0.28559 0.45091 -2.08948
24 H 1.40244 3.93178 -0.44701
25 H -3.70279 3.28920 -2.71013
26 H -0.83976 -2.93921 2.20236
27 P 2.42440 -0.58140 -0.86805
28 H 1.35944 -3.11119 1.71871
29 H -2.33473 3.57113 -0.67825
30 H -4.26590 -1.08272 -3.17658
31 C -1.29136 5.02955 2.73662
32 C 1.65825 2.92731 -0.10040
33 N -0.76202 -1.92285 2.25334
34 C -3.50989 -1.05192 -0.64587
35 H 2.91102 -2.55903 -6.14480
36 C -4.83037 -1.23233 -1.09437
37 H -2.72450 4.86077 4.32063
38 C -7.39907 -1.60183 -1.99987
39 H -6.58550 -1.42204 -3.97841
40 C 3.84508 -3.43805 2.45905
41 C -0.59124 4.36443 1.74091
42 H 2.17655 3.04173 0.85560
43 H 4.18623 -4.05993 3.27747
44 H 4.61253 -0.40282 -2.88032
45 C 3.83408 -2.86400 0.08348
46 H 4.40929 -1.70634 4.34870
47 H 1.41150 1.18477 4.73909
48 C 0.48066 -1.50117 2.88098
49 C 3.32727 -1.69357 4.21248
50 C -2.52295 1.67707 -3.48737
51 H 3.58866 1.11092 0.37992
52 C -1.41564 0.86273 -3.29673
53 C 4.19438 -3.72539 1.19821
54 H 2.92567 -2.40709 4.94125
55 H -5.65553 -1.41880 0.89715
56 H 2.63653 -0.28785 1.90516
57 H -1.14394 6.09135 2.87777
58 Y -0.20453 -0.69204 0.35066
59 H 4.25313 0.91239 -1.21438
60 H 0.64154 -2.05549 -2.56530
61 C -0.94960 2.01441 -1.20937
62 C 1.66231 -2.38231 -4.41032
63 H -8.40987 -1.74941 -2.35568
64 C -2.37794 2.97358 3.36354
65 C 3.77602 -0.94583 -3.30055
66 C 1.61003 0.19601 4.34424
67 H -3.07819 2.43824 3.99039
68 C 2.55985 2.26667 -1.15022
69 C -2.18067 4.33711 3.54647
70 H -1.57924 -1.60575 2.77472
71 H 1.99755 2.06116 -2.06577
72 H 4.78175 -1.28924 -5.15650
73 N -2.41859 -0.90577 -0.28531
74 H -3.12740 1.56999 -4.37814
75 C -6.37069 -1.41645 -2.91920
76 C -2.06911 2.81914 -1.41094
77 C -2.84518 2.65019 -2.54789
78 H 4.79140 -4.60282 0.99099
79 H -0.49347 0.00663 3.93598
80 C 2.82730 -0.32278 4.54098
81 C -0.77331 2.99363 1.55869
82 C 1.61992 -2.21253 2.27629
83 C 2.82420 -2.16583 -5.14116

No. 6
DFT (ωB97M-V/def2-TZVPD) results for a molecular structure, C30H30CdMg2N10O12 in a non-equilibrium geometry.

Summary:
- net charge = +2
- orbital gap (eV) = 8.91
- HOMO level (eV) = -14.2
- DFT total energy (hartree) = -3178.9248

Cartesian coordinates (Å):
1 H -30.60609 -23.90416 4.33269
2 O -29.35351 -23.18681 6.71712
3 N -32.13921 -23.39538 5.63036
4 C -23.54264 -26.98686 6.70959
5 C -23.98194 -21.92599 11.09313
6 C -31.56956 -24.21536 4.71912
7 H -23.14812 -23.47293 4.62351
8 N -28.49001 -23.65445 7.46268
9 O -30.04119 -20.60059 7.83097
10 H -33.84123 -26.68446 4.39116
11 Mg -28.18403 -22.25027 10.22851
12 C -29.26508 -19.85657 2.68163
13 H -31.54075 -26.04400 3.61860
14 C -24.20902 -23.69750 4.60841
15 H -28.83417 -19.36855 1.81752
16 H -28.38426 -20.94595 5.71690
17 H -31.05429 -28.32820 11.59967
18 C -31.00975 -21.00125 3.82834
19 H -30.60920 -26.69347 7.01384
20 C -34.03118 -24.89269 5.56440
21 C -33.37479 -25.76260 4.71104
22 N -26.34044 -23.07026 5.45185
23 C -24.78123 -24.55218 3.69258
24 H -33.92007 -23.05466 6.63586
25 H -24.62594 -22.33847 6.26937
26 N -29.62421 -27.41494 8.69776
27 H -22.94364 -27.66701 6.12096
28 C -25.71339 -21.02964 9.18370
29 H -25.74396 -22.69171 11.99081
30 O -31.60594 -22.85243 8.37400
31 H -35.00144 -25.13724 5.97414
32 O -28.83092 -20.43497 9.61008
33 H -27.98697 -23.97638 4.47732
34 H -27.46699 -19.69396 3.87725
35 H -32.84909 -26.68399 8.03590
36 O -29.71177 -18.68212 8.74411
37 N -27.82881 -25.28538 11.07536
38 H -22.43703 -20.87477 10.06767
39 N -30.31274 -21.15826 4.97303
40 C -25.02104 -22.96293 5.47691
41 C -24.89798 -27.21304 6.83509
42 N -29.54482 -19.87500 8.72040
43 C -30.73681 -27.05239 8.02848
44 H -33.12364 -27.58933 10.34358
45 H -23.38044 -24.19862 8.60184
46 C -25.13274 -25.36656 8.17351
47 O -32.18975 -23.57620 10.30288
48 C -26.90917 -23.89084 4.57137
49 C -26.17792 -24.63909 3.66432
50 C -30.53373 -20.40990 2.67506
51 C -28.50098 -20.00129 3.83809
52 N -31.32907 -23.16205 9.56922
53 H -26.62618 -25.33262 2.96498
54 C -23.79088 -25.06852 8.11189
55 C -32.14323 -27.51746 9.88994
56 H -32.04537 -21.32554 3.82371
57 H -26.34445 -20.60527 8.41333
58 C -29.04956 -20.67857 4.90270
59 C -31.99856 -27.05898 8.58360
60 O -27.89349 -22.91244 8.24267
61 C -29.81690 -27.92618 9.93043
62 O -30.13917 -23.05078 9.94907
63 O -28.26203 -25.76876 12.08934
64 H -25.28848 -28.07802 6.31212
65 O -28.36018 -24.88753 7.54672
66 H -23.99775 -20.08498 8.28040
67 H -25.81159 -24.72724 8.72800
68 C -32.09418 -25.40542 4.29250
69 H -21.90507 -25.74009 7.30045
70 O -27.66253 -24.03972 10.96459
71 H -23.31762 -22.23717 11.88577
72 C -22.97403 -25.90347 7.35001
73 C -33.38426 -23.75188 6.00217
74 C -25.35062 -22.14505 11.14223
75 N -25.69580 -26.45566 7.60714
76 H -31.14575 -20.30795 1.79054
77 Mg -31.09816 -22.01362 6.58803
78 H -24.13417 -25.09229 3.01503
79 Cd -27.67074 -26.88895 8.08510
80 N -26.21569 -21.72124 10.21472
81 H -28.92835 -28.30139 10.42189
82 C -24.37422 -20.70396 9.08373
83 O -27.51084 -26.00205 10.09097
84 C -23.48163 -21.15713 10.04696
85 C -31.03184 -27.96326 10.58480

> Which value of HOMO level does entry 2 give?

-9.8 eV